Formula: C31H48MoO3P2
Source: the OMol25 dataset
Level of theory: the ωB97M-V functional and the def2-TZVPD basis

Geometry as XYZ:
```
85
Properties=species:S:1:pos:R:3:forces:R:3:lowdin_charge:R:1
Mo -0.985 0.347 -1.059 0.018 -0.349 1.274 1.095
C -1.272 2.388 -1.940 -0.845 0.917 0.552 -0.311
C -2.498 1.636 -2.026 0.467 0.621 -0.136 -0.314
C -1.968 1.913 0.225 -0.024 0.479 -0.516 -0.309
C -0.943 2.549 -0.550 -0.858 0.643 -0.436 -0.311
C -2.933 1.353 -0.682 0.234 -0.023 0.158 -0.318
C -0.602 3.110 -3.066 0.226 -0.186 -0.191 -0.014
H -0.706 2.567 -4.011 0.056 0.125 0.108 0.087
H 0.464 3.269 -2.872 -0.164 -0.049 -0.061 0.078
H -1.055 4.102 -3.200 0.027 -0.259 0.087 0.114
C 0.065 3.484 0.029 0.367 -0.089 0.338 -0.020
H 0.746 3.878 -0.729 -0.107 -0.009 0.093 0.085
H 0.650 3.004 0.827 -0.198 0.191 -0.312 0.050
H -0.466 4.324 0.497 0.071 -0.057 -0.243 0.107
C -2.112 2.125 1.693 0.180 -0.101 0.327 -0.012
H -2.431 3.161 1.877 0.004 -0.173 -0.106 0.112
H -1.149 1.990 2.198 -0.216 -0.039 -0.095 0.069
H -2.854 1.463 2.144 0.136 0.137 -0.082 0.067
C -4.241 0.741 -0.303 -0.158 -0.010 0.058 -0.019
H -5.035 1.498 -0.338 0.101 -0.146 -0.038 0.109
H -4.216 0.348 0.717 -0.021 -0.008 -0.150 0.067
H -4.515 -0.066 -0.987 -0.071 0.068 0.107 0.082
C -3.249 1.319 -3.278 -0.053 -0.178 -0.289 -0.014
H -3.991 2.086 -3.537 0.169 -0.069 0.200 0.108
H -3.784 0.373 -3.171 0.003 0.081 -0.113 0.083
H -2.566 1.230 -4.128 -0.138 -0.014 0.089 0.083
C 2.825 -2.552 -2.316 0.632 0.416 -1.488 -0.143
C 2.423 -2.193 -3.559 1.437 -0.817 0.548 -0.146
C 1.685 -3.099 -4.493 -0.263 -0.151 -0.421 -0.168
C 0.585 -3.963 -3.819 0.715 0.106 -0.477 -0.165
C -0.074 -3.368 -2.601 -0.126 -0.640 0.307 -0.113
C 0.262 -3.768 -1.363 -0.200 -0.745 -0.528 -0.153
C 1.566 -4.458 -1.032 0.083 -0.267 -0.012 -0.162
C 2.835 -3.959 -1.798 -0.359 -0.485 0.408 -0.155
H 2.408 -3.777 -4.987 -0.260 0.275 0.073 0.131
H 1.035 -4.942 -3.581 -0.404 0.383 0.138 0.116
H 1.224 -2.510 -5.301 0.248 -0.064 0.233 0.114
H 3.044 -4.670 -2.613 -0.021 0.420 0.159 0.119
H 3.376 -1.826 -1.705 -0.084 -0.195 -0.442 0.097
H 2.838 -1.291 -4.027 -0.455 -0.019 0.473 0.121
H 3.679 -4.037 -1.095 -0.203 -0.072 -0.292 0.122
H 1.755 -4.366 0.049 -0.208 -0.020 -0.300 0.105
H -0.466 -3.818 -0.554 0.343 0.794 -0.097 0.073
H 1.470 -5.540 -1.224 -0.008 0.238 0.154 0.129
H -0.196 -4.157 -4.570 0.196 -0.003 0.283 0.123
H -0.948 -2.737 -2.810 -0.082 -0.433 0.258 0.095
P 1.392 0.417 -0.629 -1.297 -1.257 -0.102 0.920
P -1.273 -1.291 0.872 0.733 1.373 -1.017 0.873
C 1.474 -1.314 0.063 0.324 0.040 -0.213 -0.387
C 0.502 -1.742 1.164 -0.333 -0.211 0.567 -0.349
H 2.507 -1.481 0.384 -0.117 -0.144 0.081 0.102
H 1.294 -1.927 -0.824 0.178 0.112 0.200 0.012
H 0.525 -2.832 1.299 0.333 0.153 -0.041 0.085
H 0.793 -1.268 2.134 -0.465 -0.326 -0.738 0.057
C -2.021 -1.120 2.508 -0.102 0.028 0.267 -0.219
H -3.009 -0.648 2.429 0.260 -0.261 0.044 0.040
H -1.374 -0.534 3.174 -0.147 -0.189 -0.273 0.029
H -2.138 -2.134 2.916 -0.004 0.259 0.015 0.073
C -2.364 -2.506 0.053 -0.023 -0.186 0.190 -0.247
H -2.382 -3.444 0.618 -0.137 -0.007 -0.241 0.068
H -2.073 -2.696 -0.986 -0.088 -0.016 0.257 0.014
H -3.375 -2.067 0.039 0.316 -0.133 0.165 0.048
C 3.033 1.169 -0.553 0.021 0.773 0.242 -0.195
H 3.125 1.958 -1.315 -0.050 -0.268 0.290 0.065
H 3.822 0.421 -0.707 -0.352 0.078 -0.008 0.063
H 3.130 1.616 0.447 0.053 -0.162 -0.316 0.045
C 0.987 0.224 -2.452 1.060 -0.250 0.605 -0.267
H -0.089 0.257 -2.821 -0.072 0.064 0.068 0.041
H 1.366 -0.735 -2.797 -0.271 0.165 -0.117 -0.008
H 1.503 1.034 -2.968 -0.259 0.024 -0.077 0.070
O -0.915 1.294 4.945 1.299 1.152 0.844 0.155
C 0.163 2.041 5.297 -2.367 -0.696 0.745 -0.174
C 0.159 2.844 6.458 0.524 0.801 0.491 0.046
C 1.225 3.714 6.666 -1.872 -0.648 1.038 0.003
C 2.264 3.805 5.733 0.888 -0.243 -1.169 0.024
C 2.266 2.984 4.600 -0.214 -0.380 0.195 0.044
C 1.244 2.049 4.418 1.362 0.357 -1.435 -0.007
C 1.183 1.104 3.239 0.322 -0.789 -1.054 -0.594
O 1.370 1.617 2.102 -0.020 -0.472 0.947 -0.046
O 0.958 -0.100 3.516 0.380 1.524 0.425 0.017
H -1.611 1.431 5.609 -0.054 -0.122 -0.063 0.150
H -0.693 2.789 7.142 0.381 0.114 -0.141 0.140
H 1.231 4.341 7.566 0.018 -0.273 -0.456 0.140
H 3.076 4.520 5.887 -0.292 -0.224 -0.048 0.139
H 3.045 3.044 3.844 -0.101 0.017 0.231 0.138
```
Forces are in eV/Å.

Net charge: +2
2S+1: 3
Expectation value of S²: 2.029
LUMO (alpha / beta) (eV): -5.978 / -8.954

=====

Formula: C7H14O
Source: the OMol25 dataset
Level of theory: the ωB97M-V functional and the def2-TZVPD basis

Geometry as XYZ:
```
22
Properties=species:S:1:pos:R:3:forces:R:3:lowdin_charge:R:1
C -1.348 -0.526 1.165 0.834 0.232 0.017 -0.017
C -2.090 1.298 -0.453 0.627 0.367 -0.014 -0.036
C -1.301 0.034 -0.236 -2.188 -2.350 -1.587 -0.475
O -1.147 -0.756 -1.222 -1.160 2.137 1.907 -0.021
H -2.391 -0.730 1.422 -0.007 0.053 -0.114 0.095
H -0.764 -1.437 1.237 -0.059 -0.095 -0.065 0.085
H -0.944 0.187 1.883 -0.135 0.046 0.064 0.083
H -1.793 2.075 0.253 -0.032 0.027 -0.049 0.085
H -3.145 1.080 -0.273 0.031 -0.156 0.016 0.095
H -1.980 1.655 -1.474 0.005 -0.010 0.012 0.089
C 1.434 -1.353 -1.142 -2.350 -0.486 -1.534 -0.117
C 0.896 1.179 -0.317 3.014 -2.132 0.116 -0.031
C 1.648 -0.519 -0.025 -2.586 3.558 0.857 -0.337
C 2.039 -0.674 1.225 0.416 -0.264 0.071 -0.016
H 1.487 -2.420 -0.943 0.422 -0.072 -0.009 0.074
H 1.926 -1.045 -2.062 0.095 -0.085 -0.058 0.072
H 0.097 -1.170 -1.322 3.544 -0.835 0.163 0.099
H 0.355 1.420 -1.227 -0.362 -0.420 0.214 0.053
H 0.651 1.745 0.578 -0.252 -0.219 -0.019 0.055
H 1.916 1.457 -0.581 0.113 0.687 0.028 0.052
H 1.801 0.023 2.015 0.145 0.221 -0.064 0.053
H 2.653 -1.522 1.498 -0.115 -0.206 0.048 0.058
```
Forces are in eV/Å.

LUMO (eV): 0.471

=====

Formula: CH4N2OS
Source: the OMol25 dataset
Level of theory: the ωB97M-V functional and the def2-TZVPD basis

Geometry as XYZ:
```
9
Properties=species:S:1:pos:R:3:forces:R:3:lowdin_charge:R:1
C -1.825 0.162 0.168 -1.609 1.407 -1.127 -0.481
N -1.667 -0.846 0.799 -1.413 -1.099 -0.297 0.158
N 0.316 0.808 0.742 0.329 -0.143 -0.201 -0.510
O -2.307 1.008 -0.509 1.153 -1.057 0.822 0.108
S 1.740 0.717 0.111 1.578 0.312 -2.491 0.726
H 2.225 -0.550 -0.690 -1.314 1.548 0.821 -0.025
H -1.031 -1.119 1.489 0.719 -0.093 0.473 0.040
H 0.357 0.341 1.645 0.220 0.372 0.214 -0.019
H 1.523 1.455 -1.132 0.336 -1.247 1.786 0.004
```
Forces are in eV/Å.

LUMO (eV): 0.091

=====

Formula: C5H13N2O
Source: the OMol25 dataset
Level of theory: the ωB97M-V functional and the def2-TZVPD basis

Geometry as XYZ:
```
21
Properties=species:S:1:pos:R:3:forces:R:3:lowdin_charge:R:1
C 1.823 -1.782 0.948 -2.636 2.084 2.426 0.058
C -1.154 -1.581 0.503 -0.558 1.241 1.222 -0.152
C -1.276 1.485 0.029 -0.453 -0.531 -5.698 0.022
C 1.099 1.424 0.348 -1.509 0.382 -4.740 0.043
C 0.108 0.056 -1.486 -3.232 -1.693 -1.386 -0.034
N -0.195 -0.510 0.817 2.000 -0.653 0.850 -0.095
N -0.047 0.594 -0.158 -1.961 -0.321 2.277 -0.380
O 2.074 -2.406 0.051 0.733 -1.000 -1.447 0.217
H 2.008 -1.613 2.054 -0.017 -0.080 -1.196 0.166
H -0.801 -2.210 -0.306 -0.661 -0.042 -0.677 0.052
H -0.920 -2.182 1.428 -1.275 0.298 -0.776 0.092
H -2.305 -1.165 0.435 2.859 -1.383 0.112 0.145
H -0.973 2.436 -0.284 0.751 1.671 -0.244 0.076
H -2.132 1.354 -0.747 1.445 -0.831 1.502 0.147
H -1.615 1.560 0.970 -0.870 -0.478 3.473 0.065
H 1.297 2.050 -0.555 0.603 -0.246 1.005 0.139
H 0.889 2.010 1.154 -1.175 1.385 2.178 0.081
H 1.813 0.756 0.591 2.755 -1.851 0.460 0.041
H 0.348 0.683 -2.249 0.722 3.128 -1.611 0.066
H 0.886 -0.652 -1.625 0.416 -1.195 0.848 0.091
H -0.928 -0.310 -1.916 2.061 0.113 1.420 0.160
```
Forces are in eV/Å.

Net charge: +1
LUMO (alpha / beta) (eV): -4.441 / -4.443

=====

Taking the records one at a time from the top gives ΔE to the lowest compared entry with this formula, charge and spin values of 0.0; 102.1; 88.0; 170.6 kcal per mole.